A cluster of 2 separate species, CH5N3O3 in total, computed with ωB97M-V with the def2-TZVPD basis set.

The geometry in ORCA input format:
```
! RIJCOSX wB97M-V def2-TZVPD def2/J DEFGRID3
* xyz 0 1
N 1.49245 1.00421 -0.56251
O 2.25803 1.63552 -1.26311
O 1.77409 0.61696 0.58297
H 0.26224 0.43058 -0.89024
N -1.78917 0.65817 0.06766
C -0.36083 -1.08676 0.37304
O 0.54426 -1.94449 -0.07996
N -0.76577 -0.16124 -0.42819
H 0.94911 -2.43325 0.64838
H -2.11740 1.27377 -0.66660
H -1.45883 1.22119 0.85200
H -0.78817 -1.21466 1.36658
*
```

Output
ΔE to the lowest compared entry with this formula, charge and spin = 249.7 kJ/mol
Strongest force on any atom = 1.0 eV/A

Results of the Mulliken charge analysis, in e, for atoms 1 through 8:
1. N 0.394
2. O -0.561
3. O -0.509
4. H 0.445
5. N -0.577
6. C 0.064
7. O -0.388
8. N -0.108

***

An isolated molecule of CH5N3OS, computed with ωB97M-V with the def2-TZVPD basis set.

The geometry in ORCA input format:
```
! RIJCOSX wB97M-V def2-TZVPD def2/J DEFGRID3
* xyz 0 1
C 0.02650 -0.36544 0.50838
N -1.10887 -0.12083 -0.37872
N 0.99027 0.74768 0.33330
N -2.31952 0.04366 0.05914
O 2.69072 -0.93702 -0.04255
S 2.60387 0.52349 -0.05443
H -0.42167 -0.36404 1.43413
H 0.74256 -1.12120 0.24819
H -0.73220 -0.17561 -1.38309
H 0.55745 1.50768 -0.10175
H -3.02912 0.26163 -0.62259
*
```

Output
ΔE to the lowest compared entry with this formula, charge and spin = 332.5 kJ/mol
Strongest force on any atom = 4.8 eV/A

Results of the Mulliken charge analysis, in e, for atoms 1 through 8:
1. C -0.393
2. N 0.233
3. N -0.339
4. N -0.826
5. O -0.519
6. S 0.392
7. H 0.362
8. H 0.352

***

An isolated molecule of CH5N3S2, computed with ωB97M-V with the def2-TZVPD basis set.

The geometry in ORCA input format:
```
! RIJCOSX wB97M-V def2-TZVPD def2/J DEFGRID3
* xyz 0 1
N -2.02249 0.20014 1.67596
N -1.61608 -0.45827 0.52334
C -0.40099 -0.28099 -0.08844
S -0.08279 -1.10755 -1.51339
N 0.38602 0.57789 0.61466
S 1.98593 1.04153 0.03789
H -2.07736 -0.40565 2.47622
H -2.90435 0.69524 1.54784
H -2.24684 -1.02772 -0.02112
H 0.05576 0.95971 1.48636
H 1.89633 0.28241 -1.04835
*
```

Output
ΔE to the lowest compared entry with this formula, charge and spin = 35.9 kJ/mol
Strongest force on any atom = 2.2 eV/A
Structure (SMILES) = NNC(=S)NS

Results of the Mulliken charge analysis, in e, for atoms 1 through 8:
1. N -0.601
2. N -0.043
3. C 0.517
4. S -0.503
5. N -0.311
6. S -0.094
7. H 0.212
8. H 0.232

***

A structure of composition CH5N4, computed with ωB97M-V with the def2-TZVPD basis set.

The geometry in ORCA input format:
```
! RIJCOSX wB97M-V def2-TZVPD def2/J DEFGRID3
* xyz 1 1
C -1.62849 -0.05834 -0.00268
N -0.58117 -0.28478 -0.46330
N 2.43267 0.29399 0.56166
N -2.81730 0.23621 0.44574
N 2.17951 -0.37968 -0.40146
H 3.37830 0.67892 0.63907
H 0.75290 -0.40416 -0.61556
H -3.27485 1.12232 0.30271
H 2.93254 -0.59877 -1.13969
H -3.37411 -0.60570 0.67353
*
```

Output
ΔE to the lowest compared entry with this formula, charge and spin = 81.9 kJ/mol
Strongest force on any atom = 2.9 eV/A

Results of the Mulliken charge analysis, in e, for atoms 1 through 8:
1. C 0.353
2. N -0.210
3. N -0.298
4. N -0.412
5. N -0.032
6. H 0.279
7. H 0.522
8. H 0.268

***

A cluster of 2 separate species, CH5N4 in total, computed with ωB97M-V with the def2-TZVPD basis set.

The geometry in ORCA input format:
```
! RIJCOSX wB97M-V def2-TZVPD def2/J DEFGRID3
* xyz 1 1
C 0.18605 0.20205 0.14289
N 1.47823 0.67321 0.12429
N 1.20500 -0.75149 -0.06240
N -0.97921 0.47433 0.74280
N -1.00360 0.28962 -0.69794
H 1.99566 1.01234 -0.70834
H 1.28485 -1.28596 0.77578
H -1.37347 -1.13207 2.24714
H -1.41493 1.06989 -1.25471
H -1.37858 -0.55192 -1.30949
*
```

Output
ΔE to the lowest compared entry with this formula, charge and spin = 758.8 kJ/mol
Strongest force on any atom = 4.8 eV/A

Results of the Mulliken charge analysis, in e, for atoms 1 through 8:
1. C 0.738
2. N -0.361
3. N -0.333
4. N -0.354
5. N -0.138
6. H 0.314
7. H 0.261
8. H 0.179

***

A cluster of 2 separate species, CH5N4O2 in total, computed with ωB97M-V with the def2-TZVPD basis set.

The geometry in ORCA input format:
```
! RIJCOSX wB97M-V def2-TZVPD def2/J DEFGRID3
* xyz 1 1
C 2.75691 0.01628 0.15471
N -1.02035 -0.98892 -0.57488
N 3.61585 -0.78164 0.36856
N -0.95306 0.22784 -0.76968
N -0.86904 1.16066 0.06331
O 1.77843 0.67017 0.18672
O -0.99424 -1.61522 0.58893
H -1.10427 -1.65149 -1.35040
H 4.54891 -0.70236 0.40135
H -0.80675 1.02755 1.12352
H -0.67396 2.15977 -0.20381
H -0.22336 -2.19906 0.65645
*
```

Output
ΔE to the lowest compared entry with this formula, charge and spin = 162.5 kJ/mol
Strongest force on any atom = 4.0 eV/A

Results of the Mulliken charge analysis, in e, for atoms 1 through 8:
1. C 0.523
2. N 0.252
3. N -0.360
4. N 0.009
5. N -0.181
6. O -0.419
7. O -0.401
8. H 0.299

***

Copy entry 1 word for word.
A cluster of 2 separate species, CH5N3O3 in total, computed with ωB97M-V with the def2-TZVPD basis set.

The geometry in ORCA input format:
```
! RIJCOSX wB97M-V def2-TZVPD def2/J DEFGRID3
* xyz 0 1
N 1.49245 1.00421 -0.56251
O 2.25803 1.63552 -1.26311
O 1.77409 0.61696 0.58297
H 0.26224 0.43058 -0.89024
N -1.78917 0.65817 0.06766
C -0.36083 -1.08676 0.37304
O 0.54426 -1.94449 -0.07996
N -0.76577 -0.16124 -0.42819
H 0.94911 -2.43325 0.64838
H -2.11740 1.27377 -0.66660
H -1.45883 1.22119 0.85200
H -0.78817 -1.21466 1.36658
*
```

Output
ΔE to the lowest compared entry with this formula, charge and spin = 249.7 kJ/mol
Strongest force on any atom = 1.0 eV/A

Results of the Mulliken charge analysis, in e, for atoms 1 through 8:
1. N 0.394
2. O -0.561
3. O -0.509
4. H 0.445
5. N -0.577
6. C 0.064
7. O -0.388
8. N -0.108

***

Number 6 is which compound? CH5N4O2

***

Which of these has the highest ΔE to the lowest compared entry with this formula, charge and spin? number 5